{
  "formula": "C4H10OS2",
  "method": "ωB97M-V/def2-TZVPD",
  "species": ["C", "C", "O", "C", "H", "H", "H", "H", "H", "H", "C", "S", "S", "H", "H", "H", "H"],
  "positions_angstrom": [[-0.55780, 1.37658, 1.40354], [0.08528, 2.18009, 0.56755], [0.86820, 3.18061, 1.07492], [0.00828, 2.11326, -0.92462], [-1.24751, 0.61202, 1.09167], [-0.47906, 1.49524, 2.47616], [1.48940, 3.49232, 0.41401], [-0.51886, 1.20696, -1.22096], [-0.46566, 2.99001, -1.36695], [0.99768, 2.03779, -1.38979], [-0.76356, -3.57523, -0.24335], [-0.46361, -1.78069, -0.31767], [1.47366, -1.76185, -1.00780], [-0.32583, -4.02049, -1.13241], [-1.84842, -3.67422, -0.25249], [-0.32602, -4.04085, 0.63608], [2.07383, -1.83156, 0.19211]],
  "forces_ev_per_a": [[-0.2466, 0.0636, 0.4181], [-0.0153, -0.0716, -0.1873], [0.0717, 0.1064, 0.2998], [0.1738, -0.4029, -0.2264], [0.0572, 0.0048, -0.3871], [0.2188, 0.1539, -0.0199], [-0.0130, 0.0114, -0.1767], [-0.1647, 0.1422, -0.0518], [-0.1687, 0.0265, 0.1468], [0.0911, 0.0233, 0.2195], [-0.0052, 0.3543, -0.2235], [0.2512, -0.3890, -0.0686], [-0.1393, 0.1425, 0.2065], [-0.1772, -0.0907, -0.0597], [0.0279, -0.2396, 0.0522], [-0.0698, 0.1350, 0.1121], [0.1081, 0.0300, -0.0538]],
  "nbo_charge": [-0.51, 0.32, -0.69, -0.68, 0.21, 0.21, 0.47, 0.23, 0.22, 0.21, -0.74, 0.08, -0.14, 0.23, 0.23, 0.22, 0.13],
  "de_lowest_kcal_mol": 26.35,
  "e_lumo_ev": 0.5,
  "molar_mass_g_mol": 138.26,
  "homo_lumo_gap_ev": 9.2,
  "multiplicity": 1,
  "smiles": "C=C(C)O.CSS",
  "energy_ev": -28027.449
}

---

{
  "formula": "C31H17Cl5GeN2PtS2",
  "method": "ωB97M-V/def2-TZVPD",
  "species": ["Pt", "S", "C", "C", "C", "C", "N", "C", "C", "C", "S", "C", "N", "H", "H", "C", "Ge", "C", "C", "C", "C", "C", "C", "C", "C", "C", "C", "C", "C", "C", "C", "C", "C", "H", "H", "H", "H", "H", "H", "H", "H", "H", "H", "H", "H", "H", "H", "H", "Cl", "C", "C", "C", "Cl", "C", "Cl", "C", "Cl", "C", "Cl"],
  "positions_angstrom": [[-0.19211, 1.08325, -0.46870], [-1.33492, 2.11192, 1.45091], [-2.23546, 2.96459, 0.20989], [-3.62621, 3.05990, 0.24798], [-4.32420, 3.76064, -0.72580], [-5.76331, 3.83283, -0.64973], [-6.90985, 3.87740, -0.57574], [-3.62769, 4.37416, -1.77419], [-2.24418, 4.26664, -1.83376], [-1.53391, 3.57468, -0.85730], [0.21503, 3.43606, -0.91126], [-4.32342, 5.10485, -2.80445], [-4.85991, 5.69068, -3.63591], [-4.16780, 2.58513, 1.05486], [-1.70779, 4.73154, -2.64999], [3.27946, 0.37279, -1.39052], [1.90965, 0.10579, -0.03800], [2.63836, 0.78053, 1.64267], [3.77865, 0.13853, 2.12901], [4.36989, 0.53963, 3.31906], [3.82524, 1.59370, 4.03998], [2.69584, 2.24408, 3.56405], [2.10496, 1.84214, 2.37079], [1.62832, -1.82252, 0.14673], [2.24623, -2.66351, -0.74087], [2.04773, -4.06642, -0.69607], [1.22759, -4.60804, 0.24475], [0.56652, -3.78097, 1.19122], [-0.28925, -4.33470, 2.17696], [-0.92300, -3.53345, 3.08080], [-0.73040, -2.13438, 3.04019], [0.08620, -1.57790, 2.10024], [0.76195, -2.38091, 1.14334], [4.19934, -0.10999, -1.04867], [3.46402, 1.44033, -1.51430], [2.98275, -0.04217, -2.34750], [4.20709, -0.69637, 1.58170], [5.25216, 0.02723, 3.68375], [4.28245, 1.90640, 4.97110], [2.26801, 3.06934, 4.12062], [1.22961, 2.36696, 2.00724], [2.89745, -2.25994, -1.50823], [2.54623, -4.70078, -1.41900], [1.06459, -5.67954, 0.28580], [-0.43166, -5.40962, 2.19674], [-1.57672, -3.96583, 3.82822], [-1.24364, -1.49613, 3.74866], [0.20552, -0.50205, 2.07493], [0.94241, 0.73555, -3.76033], [-0.31552, -0.33882, -3.23946], [-0.78702, -0.29292, -1.92509], [-1.81478, -1.17914, -1.61448], [-2.44227, -1.21526, 0.00351], [-2.36877, -2.05456, -2.54777], [-3.65003, -3.12219, -2.10642], [-1.87640, -2.06932, -3.84581], [-2.54607, -3.14449, -5.01713], [-0.84257, -1.20576, -4.19621], [-0.23438, -1.22959, -5.81301]],
  "forces_ev_per_a": [[-1.5218, 0.0712, 0.1088], [0.1043, -0.0466, 0.0035], [-0.0404, 0.0037, 0.1708], [0.0485, -0.0033, 0.0608], [-0.2783, -0.0091, 0.0376], [0.2327, -0.0090, -0.0311], [0.0160, 0.0097, 0.0148], [-0.1063, 0.1795, -0.2210], [0.0744, -0.0302, -0.0247], [0.1011, 0.1077, 0.0136], [0.1816, 0.0491, -0.2441], [0.0913, -0.1335, 0.1742], [0.0101, 0.0060, 0.0127], [0.0017, -0.0107, -0.0101], [-0.0023, -0.0372, -0.0141], [0.1933, 0.0389, -0.0103], [-0.0688, -0.2173, -0.2513], [-0.0067, 0.1272, 0.1786], [-0.0326, 0.0011, 0.0553], [-0.0004, -0.0109, -0.0306], [-0.0022, 0.0112, 0.0109], [-0.0064, -0.0219, -0.0370], [0.1435, 0.0173, 0.0145], [-0.0847, -0.1399, 0.1010], [-0.0357, -0.1349, -0.0169], [0.0355, 0.1289, -0.0508], [-0.0521, -0.0076, 0.0775], [-0.0103, -0.1069, -0.0330], [0.0217, 0.0047, -0.0417], [-0.0041, 0.0728, 0.0141], [-0.0149, -0.0688, 0.0368], [0.0970, -0.0302, -0.0201], [0.1048, 0.0905, 0.0224], [-0.0027, 0.0560, -0.0117], [-0.0118, -0.0220, 0.0007], [0.0564, -0.0442, -0.0198], [-0.0120, -0.0004, 0.0092], [-0.0060, 0.0046, 0.0064], [-0.0070, 0.0016, -0.0040], [0.0065, -0.0072, -0.0061], [0.0019, -0.0072, -0.0122], [-0.0075, -0.0092, 0.0061], [0.0020, 0.0058, 0.0055], [-0.0078, 0.0147, 0.0027], [0.0002, 0.0112, -0.0077], [-0.0012, 0.0064, -0.0049], [0.0038, -0.0140, -0.0001], [0.0133, 0.0073, -0.0120], [-0.1310, 0.0940, 0.0904], [-0.1298, 0.0129, -0.1642], [1.1630, 0.0272, -0.0196], [-0.1179, -0.0864, 0.1026], [0.0040, 0.0489, -0.0747], [-0.0273, 0.0023, 0.0618], [0.0338, 0.0182, -0.0085], [0.0073, -0.0171, -0.0824], [0.0150, 0.0155, 0.0319], [-0.0195, -0.0205, -0.0029], [-0.0147, 0.0003, 0.0424]],
  "nbo_charge": [0.45, -0.25, -0.21, -0.13, -0.17, 0.30, -0.33, -0.15, -0.18, -0.21, -0.14, 0.29, -0.33, 0.23, 0.24, -1.10, 1.40, -0.37, -0.24, -0.21, -0.22, -0.21, -0.24, -0.45, -0.21, -0.22, -0.18, -0.09, -0.19, -0.22, -0.21, -0.20, 0.02, 0.22, 0.24, 0.24, 0.21, 0.20, 0.20, 0.21, 0.24, 0.21, 0.21, 0.20, 0.20, 0.21, 0.21, 0.23, 0.03, -0.07, -0.35, 0.02, 0.03, -0.13, 0.04, -0.08, 0.04, -0.09, 0.04],
  "de_lowest_kcal_mol": 39.26,
  "e_lumo_ev": [1.6, 1.1],
  "molar_mass_g_mol": 926.58,
  "homo_lumo_gap_ev": [6.5, 6.0],
  "multiplicity": 2,
  "charge": -1,
  "energy_ev": -179451.536
}

---

{
  "formula": "H4O2",
  "method": "ωB97M-V/def2-TZVPD",
  "species": ["H", "H", "O", "H", "H", "O"],
  "positions_angstrom": [[-0.79926, -0.49480, 1.90600], [0.74095, 0.93884, 0.23500], [-0.21892, -0.09016, 1.25924], [0.64690, 0.25345, -1.58423], [-0.30997, -0.22577, -0.41444], [-0.05969, -0.38156, -1.40158]],
  "forces_ev_per_a": [[-0.2276, 1.5095, 1.2522], [-2.3798, -1.7181, 2.8804], [2.4901, 0.2125, -4.4609], [-0.0195, -0.1568, -0.5336], [-0.0591, -0.8946, -0.8391], [0.1959, 1.0475, 1.7009]],
  "nbo_charge": [0.51, 0.52, -1.06, 0.45, 0.50, -0.91],
  "de_lowest_kcal_mol": 138.39,
  "e_lumo_ev": -3.3,
  "molar_mass_g_mol": 36.03,
  "homo_lumo_gap_ev": 7.6,
  "multiplicity": 1,
  "energy_ev": -4153.938
}